Entry 1:
# C22H51BN5O7S

A 3-piece molecular cluster, C22H51BN5O7S overall in a non-equilibrium geometry (wB97M-V/def2-TZVPD, OMol25).

```
87
Properties=species:S:1:pos:R:3:forces:R:3:lowdin_charge:R:1
C -4.5694 0.3634 -1.4994 -0.04 -0.95 -0.17 -0.15
C -3.6892 -0.5765 -2.5640 -0.75 0.83 -0.49 -0.24
C -2.4950 0.3092 -3.2575 0.46 0.12 -0.03 -0.21
C -0.9822 -0.2955 -3.0352 -0.81 -1.18 -1.12 -0.26
N -0.5980 -0.5262 -1.5876 -0.11 -0.50 -2.73 0.03
B 0.2943 0.5732 -1.0349 -0.07 0.01 2.39 -0.88
O 0.6784 0.0261 0.3020 -0.91 0.21 3.98 -0.07
C 0.1141 0.7316 1.4786 3.50 0.39 -1.61 -0.25
N -0.8468 0.0059 2.3949 -3.97 -6.10 -5.37 0.12
C -1.5600 -0.9703 1.6888 -4.73 2.77 -0.79 0.00
O -2.6357 -1.5500 1.0868 8.65 4.37 4.87 -0.05
C -0.4417 2.1183 0.8034 -2.00 -0.01 -1.83 -0.40
N 0.1675 3.3891 1.3716 1.55 -0.73 -0.96 0.06
C -2.0875 2.4113 0.8597 0.60 -0.64 0.20 -0.31
S -2.4457 3.3891 -0.7422 -0.14 0.96 0.96 0.80
C -2.4709 5.2455 -0.3191 -1.16 -0.52 0.78 -0.51
C -3.9176 5.4696 0.4903 1.07 0.04 -1.17 -0.21
O -0.2808 1.8831 -0.6702 0.03 0.70 2.66 -0.13
H -5.7120 0.0694 -1.6278 2.29 0.78 0.36 0.06
H -4.2661 0.0892 -0.3865 -0.55 0.84 -2.35 0.06
H -4.4059 1.5116 -1.7429 -0.41 -2.51 0.70 0.04
H -4.4481 -0.8533 -3.4420 1.65 0.32 1.90 0.09
H -3.3018 -1.5649 -2.0543 -0.67 2.12 -1.00 0.10
H -2.4983 1.4030 -2.8401 -0.06 -2.05 -0.64 0.07
H -2.7150 0.4053 -4.4245 0.60 -0.27 2.37 0.10
H -0.2358 0.3754 -3.6394 -1.17 -0.99 1.14 0.11
H -0.9749 -1.3596 -3.5760 -0.05 2.15 0.92 0.11
H -0.0336 -1.4279 -1.5939 -0.95 1.69 0.23 0.11
H 1.3284 0.8078 -1.5507 0.93 -0.06 -1.34 0.09
H 1.0617 0.8642 2.1917 -2.11 0.33 -1.42 0.16
H 0.3282 4.1033 0.6038 -0.43 -1.47 0.96 0.08
H 1.1309 3.2114 1.7770 -1.43 -0.03 -0.90 0.06
H -2.6839 1.3895 0.7145 1.25 2.34 0.36 0.08
H -2.4047 2.9950 1.8279 0.53 -1.21 -1.92 0.09
H -1.5367 5.5076 0.3352 -1.85 -0.30 -1.32 0.06
H -2.4888 5.8123 -1.3613 0.20 -1.21 2.31 0.08
H -4.7479 5.3465 -0.3569 1.66 0.41 2.13 0.08
H -4.0391 4.6048 1.2833 0.22 2.03 -1.55 0.06
H -3.8757 6.5450 0.9491 -0.57 -2.01 -0.63 0.06
C 5.2785 3.5550 -3.2627 0.05 -0.34 0.09 -0.11
O 6.2661 3.2726 -2.2808 -0.03 0.58 -0.20 -0.20
C 6.8632 4.4537 -1.7327 0.11 -0.40 0.60 -0.21
C 6.4692 4.6144 -0.2556 -0.37 0.06 -0.59 -0.21
N 5.0526 4.9627 -0.1200 0.21 -0.12 0.12 -0.06
C 4.5585 4.8809 1.2601 -0.22 -0.20 -0.28 -0.20
C 4.5451 3.4904 1.9239 -0.54 0.15 0.09 -0.22
O 3.6193 2.5763 1.3334 0.72 0.35 0.33 -0.20
C 4.1270 1.8669 0.2108 -0.49 -0.32 -0.07 -0.08
H 4.9740 2.6102 -3.7223 0.10 0.10 0.17 0.09
H 4.3975 4.0124 -2.8075 -0.08 0.13 -0.13 0.08
H 5.6789 4.2069 -4.0454 -0.06 0.06 0.02 0.08
H 6.6188 5.3515 -2.3138 -0.18 -0.15 0.08 0.12
H 7.9477 4.3102 -1.7888 -0.03 0.04 0.02 0.11
H 7.0812 5.4052 0.1970 -0.09 -0.05 -0.03 0.12
H 6.6944 3.6724 0.2526 0.25 -0.08 -0.01 0.10
H 4.4987 4.3297 -0.6939 0.16 0.16 0.15 0.07
H 3.5278 5.2575 1.2443 0.12 -0.12 0.10 0.12
H 5.1350 5.5744 1.8851 0.05 -0.10 -0.05 0.11
H 4.2044 3.6299 2.9565 -0.03 0.00 -0.08 0.12
H 5.5443 3.0465 1.9979 0.01 -0.04 -0.21 0.11
H 5.2036 1.6881 0.2798 0.04 0.17 0.03 0.08
H 3.8836 2.4007 -0.7097 0.15 -0.11 -0.12 0.07
H 3.6203 0.8975 0.1667 -0.06 0.21 0.04 0.09
C -2.3215 -9.0934 0.7022 0.28 0.08 0.33 -0.12
O -1.2153 -8.2722 1.0504 -0.34 -0.24 -0.46 -0.20
C -0.8137 -7.3964 -0.0096 0.31 0.63 0.41 -0.21
C -1.0999 -5.9344 0.3690 -0.43 -0.53 -0.23 -0.20
N -2.5397 -5.6638 0.3870 0.18 -0.18 0.18 -0.06
C -2.8850 -4.3673 0.9832 -0.04 -0.18 -0.04 -0.20
C -2.5689 -4.1714 2.4784 -0.43 0.46 -0.23 -0.22
O -3.3473 -4.9963 3.3473 0.54 -0.26 -0.01 -0.18
C -2.8120 -6.2959 3.5612 -0.47 0.27 0.19 -0.11
H -2.4754 -9.8181 1.5070 0.11 0.14 -0.05 0.09
H -3.2312 -8.4977 0.6011 -0.12 -0.05 -0.18 0.08
H -2.1261 -9.6422 -0.2243 -0.09 0.03 -0.03 0.08
H -1.2784 -7.6619 -0.9672 -0.14 0.02 0.21 0.12
H 0.2687 -7.5197 -0.1235 -0.05 0.02 -0.02 0.12
H -0.6163 -5.2716 -0.3599 -0.10 -0.05 0.10 0.13
H -0.6518 -5.7515 1.3499 0.28 -0.02 0.01 0.10
H -3.0080 -6.3938 0.9204 0.20 0.16 -0.16 0.06
H -3.9666 -4.2407 0.8472 0.16 0.09 0.09 0.12
H -2.4019 -3.5705 0.4040 -0.07 -0.35 0.20 0.10
H -2.8381 -3.1393 2.7318 -0.03 -0.36 -0.04 0.10
H -1.4998 -4.2630 2.7012 0.01 -0.23 0.00 0.11
H -1.7194 -6.3113 3.5196 -0.04 0.00 -0.13 0.09
H -3.2348 -6.9975 2.8397 0.22 -0.20 -0.05 0.07
H -3.1221 -6.6291 4.5569 0.02 0.11 -0.06 0.08
```
Positions in Å, forces in eV/Å.

Properties
Energy (a.u.): -2092.104129
E_LUMO (eV): 2.5450
HOMO-LUMO gap (Eh): 0.262
Net charge: -1

Entry 2:
# C3H6O2S

An isolated molecule of C3H6O2S in a non-equilibrium geometry (wB97M-V/def2-TZVPD, OMol25).

```
12
Properties=species:S:1:pos:R:3:forces:R:3:lowdin_charge:R:1
C -0.2769 -2.4870 -0.1171 -1.27 -2.90 2.09 -0.11
C 0.0567 -0.0475 -0.0333 -1.32 -1.67 1.51 -0.80
C 0.2748 2.5671 0.0807 1.55 0.02 0.46 -0.43
H -0.9081 -3.0377 0.8198 1.88 0.41 -3.06 0.16
H -0.9579 -2.3868 -0.9575 0.39 -0.76 -0.56 0.08
H 0.7550 -3.0102 -0.2966 -1.95 1.26 0.18 0.12
H -0.0932 2.3417 -1.0462 0.94 1.13 2.93 0.10
H -0.1256 3.3800 0.7542 0.21 0.04 -1.83 0.02
H 1.4470 2.5870 0.2770 -2.41 0.22 -1.30 0.07
O -0.2819 -1.2633 0.4987 1.15 3.47 2.02 -0.19
O 0.3631 0.1048 -1.1611 0.75 0.38 -1.44 0.07
S -0.2530 1.2519 1.1814 0.05 -1.60 -1.00 0.90
```
Positions in Å, forces in eV/Å.

Properties
Energy (a.u.): -666.516927
E_LUMO (eV): 0.7009
HOMO-LUMO gap (Eh): 0.370
SMILES string: COC(=O)SC
Energy relative to the best compared isomer or geometry (same formula, charge and spin) (kJ/mol): 202.4
Net charge: 0

Entry 3:
# C20H24N2O2S

An isolated molecule of C20H24N2O2S in a non-equilibrium geometry (wB97M-V/def2-TZVPD, OMol25).

```
49
Properties=species:S:1:pos:R:3:forces:R:3:lowdin_charge:R:1
O -1.4764 2.1278 -1.5653 -0.41 -0.04 1.14 0.07
O -3.0368 0.7680 3.5030 -0.51 -0.46 0.09 -0.51
C -1.6881 1.7868 -0.3990 0.82 -0.47 -0.99 -0.25
C -1.8710 5.1704 1.2901 0.46 -0.43 0.44 -0.04
C -2.5351 4.9006 2.5225 0.49 -0.58 -1.91 -0.05
C -1.5185 4.1370 0.3944 -0.25 2.16 0.53 -0.01
C -0.4678 -1.8160 -0.2818 -0.42 -0.52 1.44 -0.01
C -2.9466 3.5981 2.7377 0.12 -0.64 -0.38 -0.06
C -1.1485 -2.2926 0.8387 0.27 -0.13 -0.83 -0.03
C -1.9424 2.8505 0.6272 -0.09 -0.71 -0.27 -0.16
C -1.5547 0.3347 0.0084 0.00 0.86 -0.02 -0.07
C -0.6769 -0.5183 -0.7168 -0.04 0.65 -0.77 -0.23
C -2.6353 2.5952 1.7834 -0.76 -0.18 0.43 -0.28
C -2.2196 -0.1472 1.1360 0.08 -0.68 -0.22 -0.23
C -2.1018 -1.5183 1.4956 -0.31 0.37 0.73 -0.25
N -0.0095 -0.0842 -1.8487 0.01 1.05 -1.01 0.02
N 3.5700 -0.0029 -0.5659 0.12 0.96 -0.91 -0.17
S -3.3550 0.9569 2.0586 0.65 -0.13 0.92 1.03
C -2.9447 -2.1865 2.5690 0.17 -0.24 -0.09 -0.06
C 5.9913 0.7410 -0.4521 -0.29 -0.23 -0.40 -0.10
C 3.7849 -1.3323 1.4994 0.10 0.21 0.18 -0.09
C 4.5401 1.0854 -0.1457 -1.02 -1.12 -0.09 -0.25
C 3.8090 -1.3791 -0.0148 0.04 2.84 0.52 -0.23
C 1.4461 -0.1909 -1.8966 0.29 -0.22 0.25 -0.17
C 2.1434 0.4627 -0.6837 1.32 -1.13 0.19 -0.16
H -1.5484 6.1840 1.0396 -0.13 -0.30 0.20 0.10
H -2.7624 5.6548 3.2556 0.03 0.27 -0.05 0.10
H -0.9433 4.4108 -0.4844 -0.18 -0.28 0.00 0.12
H 0.1781 -2.5350 -0.7590 0.25 0.34 -0.44 0.11
H -3.5178 3.3804 3.6333 0.14 -0.36 -0.12 0.11
H -0.9362 -3.3490 1.1085 -0.53 0.86 0.09 0.13
H -0.3907 0.7633 -2.3119 0.39 -0.97 0.97 0.12
H -3.1493 -3.2546 2.3296 0.54 0.65 0.16 0.09
H -3.9211 -1.7363 2.6041 -0.41 0.35 0.23 0.05
H -2.4829 -2.0795 3.5623 -0.24 -0.15 -0.31 0.09
H 6.5878 1.6363 -0.2708 0.23 -0.23 0.24 0.07
H 6.3509 -0.1276 0.1207 0.03 0.47 -0.04 0.07
H 6.0998 0.4987 -1.5186 -0.08 0.00 0.23 0.08
H 3.8064 -2.3732 1.8022 -0.12 -0.05 0.78 0.07
H 2.8833 -0.7938 1.8439 0.30 -0.54 0.06 0.08
H 4.6705 -0.7929 1.9164 -0.62 -0.52 -0.36 0.08
H 4.2836 2.0054 -0.6941 -0.12 -0.42 0.08 0.11
H 4.4289 1.3220 0.9285 0.05 -0.02 -0.16 0.10
H 3.1003 -2.0689 -0.4191 -0.71 -0.28 -0.24 0.09
H 4.7792 -1.7290 -0.3124 0.54 -0.06 -0.50 0.09
H 1.7436 -1.2475 -1.9898 0.01 0.32 0.10 0.10
H 1.8194 0.3197 -2.7865 -0.22 -0.18 -0.08 0.12
H 2.1086 1.5444 -0.7882 0.25 0.11 -0.11 0.11
H 1.5857 0.2503 0.2260 -0.25 -0.20 0.29 0.10
```
Positions in Å, forces in eV/Å.

Properties
Energy (a.u.): -1434.627047
E_LUMO (eV): -0.4220
HOMO-LUMO gap (Eh): 0.271
Energy relative to the best compared isomer or geometry (same formula, charge and spin) (kJ/mol): 359.5
Net charge: 0

Entry 4:
# C9H21AsF6FeN3O7S

C9H21AsF6FeN3O7S as an isolated structure in a non-equilibrium geometry (wB97M-V/def2-TZVPD, OMol25).

```
49
Properties=species:S:1:pos:R:3:forces:R:3:lowdin_charge:R:1
Fe -31.1377 -5.9108 5.1996 0.13 -3.68 -1.63 1.22
As -35.9189 -5.8498 5.1487 -0.65 -1.69 -0.60 0.92
F -34.2057 -6.3274 5.3927 -0.43 0.87 0.22 -0.32
F -36.0235 -7.5139 4.3071 -0.15 2.66 0.78 -0.33
F -37.6725 -5.5738 4.8925 1.71 0.35 -0.45 -0.30
F -35.7051 -4.3617 6.1508 -0.04 -1.13 -1.37 -0.32
F -35.4261 -4.9838 3.6318 -0.78 -0.91 1.83 -0.31
F -36.4616 -6.6329 6.6257 0.84 0.12 -0.34 -0.29
S -30.2621 -8.9750 3.9018 -3.30 0.00 0.66 0.17
O -30.9478 -7.7727 3.3311 -1.71 4.03 -2.08 -0.40
O -30.4355 -8.5039 5.2967 1.24 0.06 3.31 -0.45
O -31.0338 -10.1668 3.6182 -0.21 -0.21 0.37 -0.34
O -28.9781 -9.0443 3.3347 3.51 0.04 -0.36 -0.33
C -30.7724 -5.1357 9.8377 -3.53 -1.48 -4.17 -0.25
O -31.1085 -5.3745 8.6155 1.64 1.16 3.99 -0.07
N -31.6931 -5.1072 10.8514 -0.49 1.11 0.11 -0.17
C -31.1780 -4.7810 12.1103 1.06 1.60 2.36 -0.15
C -33.2306 -5.0926 10.9073 2.22 -0.54 -1.55 0.02
H -29.7402 -5.0229 10.2039 -0.18 -0.03 -0.34 0.13
H -31.5021 -3.8172 12.5030 -0.75 0.45 -0.35 0.08
H -30.1127 -4.5507 12.1001 0.26 -0.86 -0.08 0.08
H -31.4446 -5.4226 12.9502 0.19 -0.74 -0.32 0.09
H -33.5202 -5.0904 9.8565 -0.50 -0.91 0.20 0.09
H -33.4014 -5.9556 11.5508 -0.82 -0.12 -0.60 0.09
H -33.7166 -4.2154 11.3344 0.87 0.34 0.31 0.08
C -32.5063 -1.5407 4.0865 2.70 -1.60 1.06 -0.29
O -31.9920 -2.5939 4.4772 -1.11 0.38 -0.77 -0.02
N -31.7426 -0.4122 4.0497 -0.66 0.87 -0.55 -0.18
C -32.5343 0.7847 3.9591 -0.65 2.02 -0.42 -0.10
C -30.2680 -0.3436 4.0270 -0.68 -1.33 0.26 -0.03
H -33.5489 -1.4160 3.7553 0.10 -0.13 0.28 0.15
H -33.4075 0.8025 4.6112 0.21 -0.36 0.36 0.09
H -32.9624 1.0793 3.0010 0.04 -0.90 -0.78 0.08
H -32.0349 1.7370 4.1377 0.79 -0.41 0.71 0.08
H -29.9120 0.0524 3.0759 -0.06 0.65 0.29 0.09
H -29.8734 0.0967 4.9428 -0.04 0.64 -0.32 0.09
H -29.8447 -1.3478 4.0506 -0.47 -0.26 0.01 0.08
C -26.7253 -4.1856 5.6436 -1.61 0.27 0.88 -0.34
O -27.9483 -4.2306 5.6436 0.02 -0.45 -0.67 -0.02
N -26.1010 -3.3963 6.5217 2.66 2.22 1.62 -0.16
C -26.6923 -2.5323 7.6119 -0.33 -1.15 -1.15 -0.02
C -24.6197 -3.3371 6.6634 -0.71 -1.28 0.64 -0.07
H -26.0717 -4.7965 5.0018 -0.05 0.16 -0.02 0.14
H -26.0292 -1.6780 7.7485 -0.28 0.11 -0.25 0.08
H -26.7016 -3.0760 8.5565 0.06 -0.24 -0.01 0.08
H -27.7242 -2.2566 7.3944 0.22 0.10 -0.21 0.08
H -24.4308 -3.4244 7.7334 0.12 -0.26 0.14 0.08
H -24.1868 -4.2304 6.2133 0.16 0.26 -0.26 0.08
H -24.0775 -2.4268 6.4074 -0.56 0.17 -0.75 0.08
```
Positions in Å, forces in eV/Å.

Properties
Energy (a.u.): -5543.289417
E_LUMO (alpha / beta) (eV): 0.5892 / 0.1600
HOMO-LUMO gap (alpha / beta) (Eh): 0.216 / 0.178
Energy relative to the best compared isomer or geometry (same formula, charge and spin) (kJ/mol): 798.3
Multiplicity: 5
Net charge: -1